No. 1
A cluster of 14 separate species, C16H19Cl39OSi in total. Source: the Open Molecules 2025 dataset; level of theory: the ωB97M-V functional and the def2-TZVPD basis.

Results
E_LUMO: 0.17 eV
HOMO energy: -0.3446 hartree

```
! RIJCOSX wB97M-V def2-TZVPD def2/J DEFGRID3
* xyz 0 1
C -1.009 -3.312 4.036
C -0.097 -4.071 3.875
C 0.928 -5.170 3.750
Si 2.675 -4.417 3.921
O 3.294 -4.876 5.429
H -1.949 -2.883 4.323
H 0.730 -5.939 4.511
H 0.837 -5.544 2.716
H 3.523 -5.058 2.897
H 2.724 -2.971 3.678
H 2.581 -5.037 6.056
C -2.849 -2.036 0.725
Cl -2.382 -3.143 2.031
Cl -2.185 -2.581 -0.822
Cl -4.605 -1.880 0.613
H -2.436 -1.062 0.947
C 7.225 -3.364 3.221
Cl 8.668 -4.366 3.402
Cl 6.703 -3.323 1.533
Cl 5.925 -3.951 4.259
H 7.473 -2.353 3.524
C -1.902 -2.320 -5.016
Cl -1.190 -3.255 -3.697
Cl -3.333 -3.124 -5.668
Cl -2.294 -0.703 -4.436
H -1.170 -2.234 -5.809
C -1.116 3.531 -4.589
Cl -2.224 2.402 -3.814
Cl 0.075 4.099 -3.416
Cl -0.319 2.779 -5.974
H -1.687 4.381 -4.946
C -5.777 3.738 -2.615
Cl -5.909 2.926 -1.054
Cl -4.375 4.815 -2.639
Cl -5.677 2.551 -3.921
H -6.667 4.337 -2.766
C 10.406 -7.788 2.255
Cl 9.445 -9.030 3.060
Cl 11.529 -7.035 3.392
Cl 11.277 -8.469 0.878
H 9.733 -7.023 1.887
C -4.978 4.812 2.403
Cl -4.105 3.332 2.822
Cl -4.239 5.587 1.001
Cl -6.683 4.464 2.101
H -4.915 5.494 3.242
C 3.553 3.868 -1.671
Cl 4.420 3.630 -0.150
Cl 2.905 2.334 -2.254
Cl 2.260 5.061 -1.479
H 4.254 4.243 -2.407
C 0.646 8.209 0.123
Cl 1.340 7.229 1.415
Cl -0.772 7.413 -0.568
Cl 0.230 9.821 0.713
H 1.389 8.316 -0.659
C -3.780 0.214 4.442
Cl -2.476 -0.154 3.300
Cl -5.287 -0.550 3.942
Cl -3.332 -0.301 6.071
H -3.930 1.286 4.453
C 6.062 1.040 2.570
Cl 5.361 0.428 4.070
Cl 6.526 2.736 2.743
Cl 7.451 0.060 2.087
H 5.312 0.971 1.791
C -6.610 -2.585 -2.819
Cl -7.325 -3.124 -1.295
Cl -6.156 -0.880 -2.727
Cl -5.214 -3.577 -3.247
H -7.355 -2.695 -3.598
C -3.912 3.204 -8.512
Cl -4.599 2.647 -6.985
Cl -3.447 4.905 -8.400
Cl -2.528 2.210 -8.976
H -4.669 3.109 -9.281
*
```

No. 2
A structure of composition C16H19ClIr. Source: the Open Molecules 2025 dataset; level of theory: the ωB97M-V functional and the def2-TZVPD basis.

Results
Expectation value of S²: 6.034
ΔE to the lowest compared entry with this formula, charge and spin: 15.4 kcal per mole
E_LUMO (alpha / beta): 2.96 / 2.43 eV
HOMO energy (alpha / beta): -0.0055 / -0.1422 hartree

```
! RIJCOSX wB97M-V def2-TZVPD def2/J DEFGRID3
* xyz -1 5
C -1.718 1.135 -1.016
C -1.995 -0.075 -1.637
C -0.864 -0.453 -2.473
H -2.922 -0.638 -1.595
C 0.209 0.444 -2.134
C -0.306 1.455 -1.191
H 0.099 2.463 -1.151
H -2.372 1.719 -0.374
H -0.805 -1.285 -3.157
H 1.204 0.447 -2.567
Ir -0.263 -1.015 -0.534
Cl 1.086 -1.301 2.178
C 0.134 -2.761 1.044
C 0.839 -2.773 -0.291
C -0.142 -2.853 -1.322
H 1.891 -2.881 -0.410
C -1.458 -2.672 -0.721
C -1.287 -2.430 0.685
H -2.091 -2.227 1.373
H 0.402 -3.370 1.925
H 0.051 -2.940 -2.390
H -2.426 -2.652 -1.276
C 2.816 2.846 1.940
C 1.305 2.777 1.772
C 0.732 2.968 3.147
C 0.947 4.049 1.002
C 0.866 1.536 1.183
C 0.438 0.725 0.299
H 3.085 3.793 2.426
H 3.342 2.789 0.990
H 3.186 2.019 2.540
H 1.101 3.901 3.585
H -0.348 2.992 3.116
H 0.989 2.136 3.794
H 1.380 4.083 0.004
H -0.127 4.161 0.873
H 1.319 4.924 1.555
*
```